31
Properties=species:S:1:pos:R:3:lowdin_charge:R:1 method="wB97M-V/def2-TZVPD" total_charge=0 homo_energy_ev=-9.993 lumo_ev=0.6 homo_lumo_gap_ha=0.391
C -0.57 0.39 3.70 -0.135
Si -0.19 -0.58 2.05 0.457
C -1.51 -1.83 1.48 -0.145
C 1.30 -1.55 2.25 -0.196
N -0.05 0.73 0.95 0.097
C 0.23 1.64 0.26 -0.408
O 0.34 2.58 -0.41 0.123
H -1.58 0.68 3.81 0.006
H -0.20 -0.08 4.52 -0.024
H 0.03 1.29 3.54 0.028
H -2.36 -1.34 0.92 0.055
H -1.04 -2.57 0.93 0.007
H -1.81 -2.33 2.32 -0.012
H 2.21 -1.03 2.56 0.027
H 1.21 -2.53 2.70 0.028
H 1.70 -1.97 1.14 0.108
C -3.30 0.02 -2.44 -0.055
C -2.10 -0.89 -2.14 -0.222
O -0.99 -0.14 -1.57 -0.272
S 0.46 -0.45 -2.16 0.605
C 0.94 1.04 -2.97 -0.106
O 0.30 -1.38 -3.27 -0.305
O 1.31 -0.85 -1.07 -0.281
H -3.93 0.31 -1.65 0.054
H -2.97 0.89 -3.00 0.078
H -4.03 -0.55 -3.06 0.096
H -1.90 -1.33 -3.13 0.115
H -2.26 -1.58 -1.37 0.085
H 0.75 1.93 -2.33 0.056
H 2.00 1.03 -3.10 0.071
H 0.35 1.18 -3.84 0.066